Here is 10 unconnected molecules or ions with the total composition C45H63N10O at a distorted geometry from OMol25. Energies are from wB97M-V/def2-TZVPD.

Calculated values
Net charge: +1
Energy above the lowest of the compared OMol25 structures with the same formula, charge and spin (kJ/mol): 38.1
Kohn-Sham gap (eV): 4.4703
Molar mass (Da): 760.07

Positions of all 119 atoms, in Å:
C -0.9378 -2.6094 -0.6158
H -3.4728 -1.5834 -3.6098
H 6.6152 -0.5564 3.4452
C -1.1188 0.3806 0.7942
N -0.5798 0.6146 6.0972
C -3.5118 0.4136 -4.8678
C -5.5058 0.1356 -0.5458
H 2.3992 3.0286 -0.1108
H -5.6858 -1.4514 -2.1948
H 0.1582 -1.1984 -2.5898
C -4.4128 -0.1804 3.9512
C -1.0158 4.7366 0.6812
H -2.7698 -0.8974 0.1992
H -4.5088 0.7216 -4.8168
C 6.6492 -1.7514 -0.5798
H -1.7618 -2.2024 -1.1318
H -2.5868 -1.7964 4.7662
H -1.9208 2.0596 -5.6898
H 4.3392 -0.7044 -0.5118
H 4.7342 -3.5474 -2.7928
C 4.2822 -1.2454 3.1992
H -1.7758 1.9276 -0.6158
C 0.3672 -0.4784 6.0462
H -1.3208 0.8776 2.9972
H -5.4408 2.7216 -0.3658
H -3.6158 -0.7104 3.5222
C -0.8478 4.8926 2.2032
C 0.3832 5.0846 0.0852
H 1.5842 -0.7184 -8.1718
C 0.0942 -1.5584 -0.2938
H -3.4258 0.6346 0.8562
H 5.0392 -4.7024 3.3082
H 6.9192 -3.2224 3.5742
H -7.4048 1.4576 3.4322
H -4.8898 -0.8664 6.1662
H 1.6462 -3.1814 -0.6728
H 0.7742 5.2316 -0.8898
H 3.5242 2.7416 -2.7288
C -1.7668 -1.1644 5.0792
C 1.4752 -2.3894 -0.0178
H 3.8102 -0.3274 3.1052
H -0.3518 1.5796 6.5462
O -0.0498 -1.2884 2.0642
C 5.7672 -1.3484 3.3952
C 4.7452 -3.1324 -0.6438
H -1.9638 4.4156 0.1282
H -2.8328 -0.6854 1.6542
C 4.9392 -3.6564 3.2472
N 6.0462 -2.8034 3.5582
H -5.1038 1.0826 2.1422
H -1.3108 2.3966 2.0672
H -1.6138 4.7496 3.0532
H 6.9542 -1.9164 -3.0528
C -6.5138 0.3526 5.0402
C -0.9108 1.2196 -0.5128
N -5.9648 0.5076 -2.8088
H 3.3542 0.7336 1.1422
H -6.4578 0.4646 -3.8578
C 2.0562 0.5346 -5.1158
C 6.4172 -2.1914 -2.0408
H 4.5992 0.1336 -2.7828
H -0.0908 -2.5104 5.2852
C -5.5678 -0.5564 -1.9588
H 0.0432 1.5286 2.0842
C -5.9508 1.7896 -2.2978
C 0.5792 5.3276 2.3902
H 5.5762 -2.2034 1.0722
H 2.6072 -3.0604 2.9722
H -6.4198 2.5316 -2.9838
C -0.3298 -1.5844 5.3782
C -2.9578 -0.9124 -4.3708
H -1.7448 0.0396 -1.9888
H 2.1182 5.5416 1.3272
N 1.2032 5.3156 1.1972
H 7.5342 -1.4794 -0.0968
H 1.4942 -2.7094 -6.0828
C 3.8002 -2.7024 3.0562
N 2.0492 0.6106 -6.5488
C -0.9978 1.3656 2.0172
H 1.2852 -0.3694 6.5812
C 4.0732 0.7386 -1.9738
H -0.5318 1.0906 -2.6308
H 0.9992 5.6146 3.1722
C 1.7132 -1.6614 -5.9958
C 3.4602 2.0336 -1.9268
C 3.2482 0.9656 0.1802
C 5.2222 -3.1014 -1.9998
H 2.3952 1.4586 -7.0568
C -1.5128 -1.1204 -4.7728
N -1.2428 0.0536 -5.4028
C -2.6408 -0.0684 0.8452
H 3.9122 -3.8894 -0.1848
H -0.0518 1.7456 -0.1618
C 0.2782 -0.6634 -1.5428
H -0.2778 0.0566 -5.7948
C -5.1658 -0.3074 5.2242
C 1.9112 -0.8424 -4.6868
N -6.5048 0.9206 3.7042
H 1.4932 -2.9394 0.9312
N -0.2658 -0.7994 0.9552
H 1.2422 -0.0004 -1.5238
H -0.5348 -3.3874 -1.1718
C 2.9652 2.2206 -0.4678
H -0.8948 -2.0024 -4.2478
H 2.3242 1.4366 -4.4138
C -1.7788 0.2896 5.5092
C -5.5358 1.6966 -0.8598
H 2.1022 -1.5394 -0.0488
C 1.8302 -0.6264 -7.1398
N 3.9632 0.1956 -0.7738
C -2.1798 1.0636 -5.4288
H -1.1968 -3.1844 0.3522
N 5.6532 -2.3844 0.1382
H -2.3128 1.2066 5.5172
H -5.4858 -0.2854 0.5232
C -0.7458 0.4256 -1.7208
C -5.2748 0.6146 3.0552
H 2.1142 -1.3464 -3.7348
H -7.3208 0.5906 5.6012

Atoms 1-2, force components in eV/Å:
-1.1 -0.6 3.6
0.5 0.8 -1.5

Here is a molecular structure, C45H64ClO3P3SiV at a distorted geometry from OMol25. Energies are from wB97M-V/def2-TZVPD.

Calculated values
Net charge: 0
Energy above the lowest of the compared OMol25 structures with the same formula, charge and spin (kJ/mol): 163.8
Kohn-Sham gap (spin up / spin down) (eV): 6.9634 / 6.6427
2S+1: 4
Molar mass (Da): 860.41

Positions of all 118 atoms, in Å:
H 8.3806 11.6403 11.7450
H 12.8431 14.2937 17.1731
V 11.7128 12.3077 12.7427
C 8.0176 11.1287 12.6632
H 12.8922 16.3947 13.0786
C 16.5124 14.0670 15.6711
H 16.4724 14.8059 11.3391
C 8.5021 11.6462 13.9605
C 14.3771 13.0278 15.1092
H 9.6902 9.6873 8.1882
H 11.0717 12.9957 15.9078
C 9.5202 13.3895 9.0907
H 15.1764 9.3117 15.3463
H 8.9365 8.0657 14.1083
H 13.1703 8.9409 9.3405
C 10.0422 11.1695 9.7980
H 9.7615 16.2975 12.9800
H 13.3052 13.9712 9.4998
H 16.5765 13.2228 12.2458
H 10.2679 10.6436 14.2334
Si 13.3206 11.4705 14.5957
H 12.3401 6.4079 12.0392
H 13.5673 5.5638 14.0232
H 17.1958 8.2606 14.3766
H 8.2534 10.0458 12.4849
H 16.6236 10.5646 10.8717
H 8.5387 9.1481 16.5658
C 13.6887 11.1600 17.4465
C 13.6777 10.4966 18.6708
H 8.3550 12.7514 14.0069
H 16.1129 11.9790 15.8124
O 11.2104 10.3741 11.7906
H 14.3969 15.2958 9.8212
H 13.8284 12.2338 17.4208
C 16.2412 10.3083 11.8418
O 10.5705 13.1099 11.1507
C 11.8356 14.6628 17.0155
C 13.8685 14.4336 10.3065
H 16.6116 16.1556 15.3168
C 14.8751 13.4064 10.8485
H 7.9724 11.1190 14.7657
C 15.4801 9.5996 14.4117
H 8.2892 6.9132 15.2648
H 12.6015 11.2257 9.8463
C 14.7537 10.5565 13.7276
H 11.9410 5.5821 14.8811
H 17.5368 13.8987 15.9780
H 13.5084 9.0012 11.0848
C 13.2209 9.1595 18.7251
H 10.7869 6.5551 12.7823
H 13.1912 8.5408 19.6327
P 13.9790 11.9689 11.5265
C 10.0724 12.5508 10.1073
H 15.3067 12.9594 9.9390
C 17.0164 9.3686 12.5378
H 11.4382 7.9643 12.1701
C 11.9222 16.1507 13.6030
C 12.4063 7.4243 13.9449
C 14.3144 11.4316 8.6258
H 8.9867 14.0745 16.2002
C 9.5004 8.6847 16.8912
C 9.7756 14.6398 15.6013
H 14.8415 9.1633 9.7985
Cl 8.4618 10.9221 6.0071
C 12.8479 6.1765 14.6548
H 14.0211 11.0644 19.5595
C 9.0141 11.5602 7.6300
C 12.5990 9.3319 16.3676
H 15.3801 14.3980 12.6699
H 13.4069 6.3000 15.6029
H 9.3366 14.5602 14.6155
C 9.5749 10.7324 8.5265
H 11.8629 15.7298 17.0248
H 9.2915 8.1540 17.7779
P 12.1589 14.3322 14.1452
C 10.6320 10.1674 10.7132
C 10.8041 16.3125 12.5462
H 12.4498 17.1985 15.5472
H 13.8616 12.4130 8.3828
H 9.5318 6.3847 14.3344
H 14.3613 16.3979 14.5479
C 13.9016 14.3166 14.8167
O 9.9568 11.5300 13.9521
H 9.4068 14.4841 9.2953
C 16.0090 15.2972 15.3389
H 10.1359 9.4406 17.2613
C 14.6776 15.4312 14.9072
H 9.7321 15.6653 15.9324
H 6.9224 11.2034 12.6882
C 11.6895 17.2234 14.7395
C 15.6711 12.9280 15.5714
C 13.1662 10.5809 16.2713
C 9.1923 7.2942 14.7952
H 17.9212 8.9996 12.1057
H 13.1551 14.7496 11.0743
H 10.7375 17.1373 15.2094
H 8.3983 13.6001 7.2260
H 10.5550 9.1510 10.3315
H 10.9407 17.2573 11.9921
C 11.1894 14.1045 15.7290
H 11.5985 18.2431 14.3928
H 11.2075 14.4338 17.9002
C 15.9230 13.9751 11.8544
C 13.8099 9.4276 10.1048
P 11.5227 8.8009 14.9024
C 15.1608 10.9295 12.4074
C 11.7126 7.0524 12.6722
C 16.6260 9.0452 13.8478
H 15.4043 11.3833 8.5249
C 8.9045 12.9123 7.9229
H 10.6698 6.9735 16.3732
H 13.2807 8.0630 13.5739
C 13.6652 10.9517 9.9578
H 12.1858 7.6696 17.7814
H 10.9097 15.4517 11.7954
C 12.6539 8.6253 17.6036
H 13.9611 10.7482 7.8677
C 10.1843 7.8093 15.8537

Atoms 1-2, force components in eV/Å:
-0.2 0.0 1.0
0.1 -0.1 0.1

Here is 7 unconnected molecules or ions with the total composition C45H64IN2O14 from OMol25. Energies are from wB97M-V/def2-TZVPD.

Calculated values
Net charge: +1
Energy above the lowest of the compared OMol25 structures with the same formula, charge and spin (kJ/mol): 0.0
Kohn-Sham gap (eV): 7.3824
Molar mass (Da): 983.91

Positions of all 126 atoms, in Å:
H -9.8303 1.0188 -5.1249
H 3.5014 2.5072 3.3137
C -4.7017 0.4065 -1.2779
H -2.4177 -0.5874 3.5873
O 5.8849 4.1935 2.3880
H -1.1272 2.5970 5.8879
H 2.9453 1.4300 0.9518
N 1.6131 0.1562 1.8893
H -0.9708 -3.7120 2.6318
C 5.5808 -3.9711 3.6515
C -4.9835 0.4753 -2.7784
H 5.8768 -4.5531 4.5283
O 2.2792 -7.4297 -2.4112
H -0.0977 1.0702 1.1990
O -7.7317 -1.3698 -5.3399
C -3.9246 -2.0657 3.8990
H -4.2517 2.1546 -0.0206
H -4.9472 6.1584 -5.1160
H 5.4859 1.8467 2.5806
C -4.4868 -3.4502 2.0210
H -5.8636 -0.0844 -3.0861
H -3.3993 -3.0556 0.2216
C 5.6365 4.4027 1.0736
C -2.1360 4.7601 -6.2309
O -4.7073 2.6587 -1.9679
C -4.0733 1.7782 -1.0237
O -5.6857 2.4887 -3.9665
H -8.1375 1.4762 -4.8280
C -8.4355 0.4103 -6.7150
C -3.5440 -2.7782 1.2599
H -5.6395 0.3128 -0.7306
C 2.4134 1.4040 1.9041
H -2.9552 4.4678 2.9798
H 6.0465 -5.6077 -1.9848
H -2.9973 1.7862 -1.2202
C 4.8461 0.9719 2.6144
H 7.0077 -2.5267 3.0409
C -2.5391 2.3892 3.0891
C -2.7925 -1.7438 1.8040
C -0.3310 -3.5886 1.7526
C -2.9857 -1.3892 3.1344
O -2.3373 1.9550 4.3476
C -8.5112 -0.5889 -4.5530
H -0.9571 -3.6755 0.8683
C -5.1954 1.9559 -3.0128
C 5.1171 -1.5100 3.2790
H -5.4240 -3.5996 3.9429
C -1.8285 3.0232 5.1763
H -4.0367 4.0825 -4.2196
H -9.3047 0.0013 -7.2312
H 4.8273 0.5885 1.5926
C -3.8704 6.0266 -5.1933
H -4.0837 -1.7948 4.9336
O -3.0415 1.6891 2.2526
H 4.4841 -3.9322 3.6571
C -3.3454 4.9220 -4.2843
H -1.8469 -1.3751 -0.0862
C 5.5185 -0.0532 3.5406
C -4.6807 -3.0855 3.3509
H -1.5503 3.9750 2.0195
C -2.0729 3.8261 2.9608
H -6.3766 -0.2452 -6.4082
N 2.2717 -0.9086 2.2559
C 5.0029 -5.3374 1.7902
O -8.8518 -0.9316 -3.4592
H -5.0600 -4.2485 1.5720
H 2.2329 -2.9065 2.5477
H 4.0778 -8.5089 -4.1528
H 5.5901 5.9155 3.4878
C 0.6921 -4.7068 1.8018
C 6.4122 5.3892 2.9989
C 5.2732 -5.7763 -2.7296
C 4.1480 -7.4378 -3.9884
H 6.5896 5.7668 -0.2840
H 8.0272 5.8412 1.6472
H 5.2158 6.4320 0.6187
C 3.4448 1.4536 3.0357
H 5.4735 -6.0905 1.1602
O 4.0551 -6.1292 -2.0433
O -1.2636 4.4071 -6.9666
H 7.1420 5.0951 3.7482
H -2.6679 3.4561 5.7214
C -1.1959 4.0094 4.2002
O 1.2083 -5.0607 2.8198
H 4.4105 -4.6767 1.1442
H 3.0826 0.9168 3.9137
H 5.2702 0.1774 4.5789
H -3.1521 6.3551 -7.2533
C -8.7953 0.7202 -5.2628
H -8.0773 1.2665 -7.2819
C 5.5591 -6.9512 -3.6580
H 1.7209 2.2421 1.9116
H -7.3435 -1.3874 -7.3613
H -2.0821 0.0456 0.9199
C 0.3452 0.1258 1.4870
C -0.3754 -1.0684 1.4214
C 6.0970 5.7913 0.6835
H 4.3220 -5.8523 2.4739
H 5.0980 -4.8479 -3.2766
O 5.0992 3.5704 0.4003
H 6.4826 -2.3524 4.7277
H -0.1709 3.7051 3.9792
C -1.8017 -1.0096 0.9423
H 6.5979 0.0410 3.4146
C 7.0118 6.1854 1.8439
O -2.1279 4.4653 -4.9087
H -4.0626 -0.4218 -0.9778
H 3.7176 -6.9162 -4.8448
H -3.1036 5.2640 -3.2804
C 3.3598 -7.0440 -2.7568
C 0.3074 -2.2236 1.8029
C 1.6380 -2.0622 2.2282
H -4.1287 0.1574 -3.3785
I 1.2511 -5.5842 -0.0516
H -3.3923 6.9752 -4.9444
H 6.0989 -7.7274 -3.1151
C -7.3735 -0.6699 -6.5455
H 7.0496 7.2537 2.0416
H 6.1517 -6.6709 -4.5253
H -1.1692 5.0260 4.5838
C 6.1454 -2.5496 3.7075
H 4.8942 -1.6601 2.2195
C -3.3890 5.5504 -6.5636
H 4.1963 -1.7191 3.8302
O 6.0114 -4.6277 2.4703
H -4.0994 4.8704 -7.0362

Atoms 1-2, force components in eV/Å:
0.0 0.0 0.2
0.1 0.0 0.1